{"formula": "C31H52BrHgN2O2S2", "method": "ωB97M-V with the def2-TZVPD basis set", "symbols": ["C", "C", "C", "C", "C", "C", "C", "C", "N", "C", "C", "C", "C", "C", "C", "C", "C", "C", "S", "S", "C", "C", "C", "N", "C", "C", "C", "Br", "C", "C", "O", "O", "C", "C", "C", "C", "C", "C", "H", "H", "H", "H", "H", "H", "H", "H", "H", "H", "H", "H", "H", "H", "H", "H", "H", "H", "H", "H", "H", "H", "H", "H", "H", "H", "H", "H", "H", "H", "H", "H", "H", "H", "H", "H", "H", "H", "H", "H", "H", "H", "H", "H", "H", "H", "H", "H", "H", "H", "H", "H", "Hg"], "coordinates": [[-5.15, 4.55, -3.06], [-5.62, 3.50, -4.12], [-4.42, 2.66, -4.67], [-4.52, 1.22, -4.07], [-4.22, 1.34, -2.53], [-3.49, 0.02, -2.05], [-2.19, 0.37, -1.27], [-1.01, 0.42, -2.28], [0.32, 0.13, -1.68], [1.32, 0.12, -2.81], [2.04, 1.49, -2.94], [3.49, 1.39, -2.38], [3.94, 2.58, -1.50], [2.89, 3.05, -0.46], [3.59, 3.98, 0.57], [4.50, 3.23, 1.57], [3.84, 1.95, 2.14], [0.35, -1.19, -1.14], [0.05, -2.59, -2.02], [0.70, -1.43, 0.51], [0.60, 0.16, 1.39], [-0.77, 0.21, 1.99], [-0.83, -0.59, 3.27], [-0.07, -1.85, 3.10], [0.41, -2.18, 4.48], [1.80, -1.58, 4.80], [2.64, -2.67, 5.55], [1.63, -0.09, 6.10], [-0.92, -2.96, 2.68], [-1.93, -2.46, 1.62], [-1.47, -2.11, 0.46], [-3.12, -2.37, 1.89], [-0.07, -4.04, 1.98], [1.30, -4.19, 2.17], [2.00, -5.16, 1.47], [1.39, -6.00, 0.57], [0.01, -5.88, 0.40], [-0.69, -4.92, 1.09], [-5.38, 4.25, -2.03], [-4.06, 4.66, -3.11], [-5.59, 5.52, -3.28], [-6.10, 3.98, -4.98], [-6.31, 2.80, -3.63], [-4.47, 2.53, -5.76], [-3.45, 3.06, -4.35], [-3.74, 0.62, -4.57], [-5.53, 0.81, -4.16], [-5.16, 1.42, -1.96], [-3.56, 2.18, -2.32], [-3.29, -0.66, -2.89], [-4.19, -0.47, -1.35], [-2.28, 1.34, -0.77], [-2.07, -0.40, -0.51], [-0.96, 1.46, -2.65], [-1.25, -0.20, -3.16], [0.83, -0.16, -3.76], [2.09, -0.65, -2.64], [2.11, 1.67, -4.02], [1.45, 2.31, -2.52], [3.69, 0.46, -1.83], [4.17, 1.37, -3.25], [4.80, 2.22, -0.92], [4.34, 3.43, -2.08], [2.14, 3.65, -1.01], [2.34, 2.21, -0.01], [2.81, 4.55, 1.10], [4.24, 4.64, -0.01], [4.81, 3.89, 2.39], [5.42, 2.93, 1.04], [2.80, 2.21, 2.42], [4.37, 1.52, 2.99], [3.76, 1.20, 1.34], [1.44, 0.33, 2.08], [0.68, 0.95, 0.63], [-1.54, -0.15, 1.31], [-1.05, 1.26, 2.20], [-1.88, -0.68, 3.61], [-0.32, -0.03, 4.08], [0.50, -3.27, 4.57], [-0.35, -1.87, 5.21], [2.36, -1.28, 3.92], [1.99, -3.38, 6.07], [3.37, -3.16, 4.89], [3.20, -2.17, 6.35], [-1.47, -3.40, 3.53], [1.84, -3.56, 2.86], [3.08, -5.26, 1.62], [1.93, -6.75, -0.01], [-0.53, -6.52, -0.30], [-1.76, -4.87, 0.92], [1.42, -4.62, -2.14]], "e_homo_ev": -11.2698, "gap_ev": 4.56, "charge": 1}

{"formula": "C31H52CoN6O6P2", "method": "ωB97M-V with the def2-TZVPD basis set", "symbols": ["Co", "C", "C", "C", "C", "C", "C", "C", "C", "C", "C", "H", "H", "H", "H", "H", "H", "H", "H", "H", "H", "H", "H", "H", "H", "N", "C", "N", "C", "N", "N", "C", "N", "C", "C", "C", "C", "C", "N", "H", "H", "H", "H", "H", "H", "H", "H", "C", "C", "C", "O", "P", "O", "C", "P", "O", "O", "C", "C", "C", "O", "C", "C", "C", "O", "C", "C", "C", "H", "H", "H", "H", "H", "H", "H", "H", "H", "H", "H", "H", "H", "H", "H", "H", "H", "H", "H", "H", "H", "H", "H", "H", "H", "H", "H", "H", "H", "H"], "coordinates": [[0.02, -0.15, 0.13], [-1.95, 0.54, 4.06], [-1.58, 1.77, 3.24], [-0.22, 2.30, 3.69], [-1.71, 1.55, 1.74], [-2.77, 0.79, 1.23], [-3.05, 0.75, -0.13], [-2.26, 1.43, -1.05], [-2.62, 1.44, -2.50], [-1.15, 2.13, -0.57], [-0.90, 2.21, 0.80], [-1.78, 0.73, 5.12], [-1.33, -0.32, 3.78], [-2.99, 0.25, 3.95], [-2.31, 2.56, 3.46], [0.56, 1.54, 3.58], [-0.27, 2.56, 4.75], [0.09, 3.20, 3.16], [-3.42, 0.26, 1.91], [-3.90, 0.18, -0.47], [-3.36, 2.22, -2.70], [-3.06, 0.48, -2.79], [-1.75, 1.64, -3.12], [-0.54, 2.69, -1.27], [-0.08, 2.83, 1.13], [2.36, 2.13, 0.43], [2.38, 1.22, 1.42], [3.25, 1.37, 2.40], [3.24, 0.46, 3.37], [4.07, 0.60, 4.39], [2.43, -0.63, 3.37], [1.58, -0.68, 2.39], [1.46, 0.22, 1.39], [0.58, -1.76, 2.34], [0.47, -2.73, 3.32], [-0.58, -3.63, 3.25], [-1.49, -3.51, 2.21], [-1.31, -2.53, 1.25], [-0.27, -1.68, 1.30], [3.11, 2.80, 0.45], [1.99, 1.84, -0.46], [4.68, 1.40, 4.43], [4.08, -0.08, 5.13], [1.19, -2.74, 4.13], [-0.71, -4.39, 4.00], [-2.34, -4.17, 2.13], [-1.99, -2.40, 0.42], [1.43, 1.82, -4.25], [2.45, 0.73, -4.47], [2.67, 0.42, -5.93], [1.97, -0.53, -3.85], [2.07, -0.85, -2.33], [1.42, 0.16, -1.44], [1.25, -2.44, -2.16], [-0.54, -2.31, -2.21], [-1.04, -1.14, -1.42], [-0.84, -2.30, -3.74], [-2.12, -1.95, -4.38], [-1.85, -0.79, -5.30], [-2.62, -3.18, -5.12], [-1.14, -3.62, -1.57], [-1.08, -4.96, -2.16], [-2.44, -5.59, -1.95], [0.03, -5.73, -1.47], [3.56, -0.98, -1.88], [4.66, -1.87, -2.29], [4.54, -3.18, -1.54], [4.74, -2.04, -3.79], [1.82, 2.77, -4.64], [1.22, 1.95, -3.19], [0.51, 1.59, -4.78], [3.40, 0.96, -3.97], [1.74, 0.08, -6.38], [3.43, -0.34, -6.08], [2.99, 1.33, -6.45], [1.52, -2.86, -1.19], [1.60, -3.14, -2.93], [-2.81, -1.67, -3.57], [-1.18, -1.10, -6.10], [-1.40, 0.04, -4.76], [-2.78, -0.44, -5.75], [-1.90, -3.48, -5.87], [-3.56, -2.94, -5.62], [-2.80, -4.01, -4.44], [-0.87, -4.84, -3.22], [-2.65, -5.71, -0.89], [-2.48, -6.57, -2.42], [-3.23, -4.97, -2.39], [-0.16, -5.79, -0.39], [1.00, -5.28, -1.63], [0.07, -6.75, -1.86], [5.53, -1.32, -1.94], [3.73, -3.80, -1.94], [4.38, -3.00, -0.48], [5.47, -3.75, -1.65], [3.86, -2.55, -4.20], [5.61, -2.64, -4.03], [4.85, -1.07, -4.29]], "e_homo_ev": [-13.6054, -13.6835], "gap_ev": [7.97, 8.04], "charge": 2, "multiplicity": 2, "s2": 1.12}

How do the records compare in total energy? In the order shown, they have -135942.04302; -110418.14236 eV.